[1]
Computed, not measured: a cluster of 2 separate species, HN3OS in total in a non-equilibrium geometry, with wB97M-V/def2-TZVPD.

```
6
HN3OS, DFT wB97M-V/def2-TZVPD
N -0.425 1.605 -0.090
N -1.525 1.445 0.095
N 0.720 1.892 -0.123
O -1.875 -1.575 0.204
S -3.168 -2.202 0.528
H 1.378 1.621 -0.909
```

Output
LUMO (spin up / spin down)	-1.48 / -1.47	eV
HOMO (spin up / spin down)	-9.244 / -9.271	eV
spin multiplicity	1
E_tot	-638.15649	hartree
ΔE to the lowest compared entry with this formula, charge and spin	9.03	kcal per mole

***

[2]
Computed, not measured: the molecule C2H8NO2P in a non-equilibrium geometry, with wB97M-V/def2-TZVPD.

```
14
C2H8NO2P, DFT wB97M-V/def2-TZVPD
C 1.173 -1.435 0.288
C 0.867 1.553 -0.087
N -2.544 0.193 0.295
O -1.123 0.056 0.650
O -0.374 -0.302 -1.848
P 0.181 -0.092 -0.506
H 2.225 -1.426 0.085
H 1.044 -1.429 1.304
H 0.780 -2.320 -0.018
H 1.861 1.778 -0.639
H 0.140 2.225 -0.378
H 1.100 1.563 0.938
H -2.880 -0.711 0.606
H -2.449 0.347 -0.689
```

Output
LUMO	0.80	eV
HOMO	-9.353	eV
spin multiplicity	1
E_tot	-627.56385	hartree
SMILES string	CP(C)(=O)ON
ΔE to the lowest compared entry with this formula, charge and spin	57.82	kcal per mole

***

[3]
Computed, not measured: a structure of composition C23H43N2OP3PbS in a non-equilibrium geometry, with wB97M-V/def2-TZVPD.

```
74
C23H43N2OP3PbS, DFT wB97M-V/def2-TZVPD
Pb 0.176 -3.413 -3.121
P -0.989 2.164 1.638
P -2.886 -0.894 -0.473
P 3.045 1.741 -0.389
H 0.653 -3.197 -6.058
C 1.282 -2.941 -5.194
C 1.943 -3.972 -4.470
H 1.863 -5.029 -4.780
C -1.439 3.755 0.809
C -2.500 1.974 2.681
C 0.111 2.845 2.962
C -3.787 -2.033 -1.621
C -4.120 -0.888 0.920
C -3.393 0.686 -1.272
C 4.594 1.534 -1.318
C 3.422 1.404 1.340
C 2.644 3.477 -0.525
H 1.755 -1.932 -5.230
H 2.810 -3.730 -3.842
H -1.767 4.505 1.545
H -2.244 3.545 0.092
H -0.551 4.113 0.266
H -2.548 2.766 3.444
H -2.440 0.993 3.172
H -3.390 2.004 2.037
H -0.466 3.439 3.690
H 0.889 3.464 2.491
H 0.574 1.982 3.465
H -4.851 -1.770 -1.700
H -3.665 -3.047 -1.218
H -3.316 -1.959 -2.608
H -5.102 -0.510 0.578
H -3.717 -0.247 1.726
H -4.215 -1.927 1.281
H -4.480 0.693 -1.465
H -2.850 0.798 -2.220
H -3.123 1.523 -0.609
H 5.210 2.444 -1.205
H 4.339 1.363 -2.373
H 5.106 0.657 -0.901
H 4.440 1.753 1.565
H 3.360 0.324 1.485
H 2.689 1.903 1.982
H 3.591 4.031 -0.551
H 2.054 3.808 0.337
H 2.078 3.692 -1.439
C -0.060 -0.386 -2.982
C 0.174 0.895 -3.536
C -0.519 1.306 -4.685
C -1.724 0.623 -5.047
C -2.018 -0.608 -4.456
C -0.887 -1.238 -3.825
S 0.872 -0.883 -1.649
H 2.059 0.800 -0.881
H 0.898 1.523 -3.052
H -0.252 2.234 -5.187
H -2.402 1.035 -5.797
H -2.961 -1.145 -4.617
H -0.319 -1.641 -4.687
N 2.446 -3.085 6.414
C 1.156 -2.820 6.060
O 0.227 -2.956 6.843
C 0.939 -2.403 4.629
C 1.929 -2.437 3.638
C 1.623 -1.945 2.356
N 0.420 -1.470 2.038
C -0.543 -1.482 2.959
C -0.337 -1.965 4.253
H 2.612 -3.277 7.395
H 3.244 -2.752 5.891
H 2.932 -2.803 3.836
H 2.388 -1.964 1.575
H -1.516 -1.108 2.641
H -1.166 -1.939 4.948
```

Output
LUMO (spin up / spin down)	-14.54 / -14.76	eV
HOMO (spin up / spin down)	-17.552 / -17.548	eV
spin multiplicity	1
E_tot	-2700.30974	hartree
charge	+4
ΔE to the lowest compared entry with this formula, charge and spin	0.00	kcal per mole

***

[4]
Computed, not measured: a cluster of 2 separate species, C5H13NO in total in a non-equilibrium geometry, with wB97M-V/def2-TZVPD.

```
20
C5H13NO, DFT wB97M-V/def2-TZVPD
C 1.779 -0.911 -1.089
C 0.287 -0.470 -1.301
C -0.619 -1.248 -0.296
C -0.387 -0.566 1.088
C -1.958 1.185 1.633
N -0.935 0.758 0.962
H 2.471 -0.100 -1.319
H 1.985 -1.238 -0.059
H 1.965 -1.657 -1.885
H 0.152 0.557 -1.041
H -0.027 -0.632 -2.344
H -1.684 -1.166 -0.574
H -0.307 -2.297 -0.337
H 0.722 -0.519 1.241
H -0.711 -1.235 1.857
H -2.124 2.264 1.560
H -2.590 0.549 2.224
H 1.075 1.999 -0.720
H 0.019 2.189 0.386
O 0.889 2.537 0.016
```

Output
LUMO (spin up / spin down)	4.05 / 3.99	eV
HOMO (spin up / spin down)	0.602 / -3.693	eV
spin multiplicity	2
E_tot	-328.21863	hartree
charge	-1
ΔE to the lowest compared entry with this formula, charge and spin	34.05	kcal per mole

***

[5]
Computed, not measured: a cluster of 2 separate species, H4S4 in total, with wB97M-V/def2-TZVPD.

```
8
H4S4, DFT wB97M-V/def2-TZVPD
S -2.026 2.039 1.600
S -1.920 -0.057 1.521
H -1.111 2.122 2.607
H -1.578 -0.059 0.218
S 2.462 -1.439 -2.165
S 0.541 -0.797 -1.716
H 2.668 -2.094 -1.004
H 0.965 0.286 -1.061
```

Output
LUMO	0.14	eV
HOMO	-9.154	eV
spin multiplicity	1
E_tot	-1595.12137	hartree
SMILES string	SS.SS
ΔE to the lowest compared entry with this formula, charge and spin	3.24	kcal per mole

***

[6]
Computed, not measured: a structure of composition C22H57F6N3O10PRb in a non-equilibrium geometry, with wB97M-V/def2-TZVPD.

```
100
C22H57F6N3O10PRb, DFT wB97M-V/def2-TZVPD
Rb -0.023 4.395 0.544
P -0.710 0.904 0.218
F -1.508 0.238 -0.969
F -1.765 2.141 0.294
F -1.533 0.016 1.321
F 0.143 1.698 1.375
F 0.446 -0.251 0.314
F 0.169 1.702 -0.822
C 3.376 1.342 0.624
O 3.539 0.632 1.790
C 4.097 1.363 2.858
C 4.429 0.405 4.015
N 3.371 0.160 4.977
C 3.670 -0.953 5.868
C 2.483 -1.085 6.808
O 2.115 0.211 7.350
C 1.322 0.099 8.549
H 2.684 2.167 0.792
H 2.976 0.728 -0.182
H 4.315 1.689 0.195
H 3.490 2.203 3.194
H 4.994 1.759 2.381
H 5.292 0.752 4.582
H 4.769 -0.525 3.560
H 3.400 0.971 5.579
H 4.476 -0.709 6.559
H 3.906 -1.909 5.401
H 2.796 -1.834 7.534
H 1.688 -1.449 6.157
H 1.807 -0.509 9.313
H 0.380 -0.419 8.370
H 1.149 1.090 8.967
C -4.791 -1.177 5.122
O -4.704 -1.823 3.847
C -3.692 -1.311 3.017
C -3.363 -2.286 1.898
N -2.951 -3.600 2.426
C -2.705 -4.624 1.433
C -2.767 -6.008 1.969
O -1.887 -6.110 3.064
C -2.045 -7.242 3.823
H -4.025 -1.491 5.832
H -5.815 -1.376 5.438
H -4.773 -0.088 5.079
H -2.724 -1.207 3.507
H -3.946 -0.335 2.604
H -2.568 -1.908 1.255
H -4.228 -2.375 1.240
H -3.671 -3.888 3.073
H -1.788 -4.467 0.865
H -3.471 -4.564 0.660
H -2.486 -6.745 1.217
H -3.792 -6.252 2.248
H -3.028 -7.346 4.283
H -1.312 -7.258 4.630
H -1.933 -8.134 3.208
C 3.821 0.109 -8.493
O 2.543 0.257 -7.936
C 2.174 1.628 -7.712
C 0.806 1.794 -7.035
N 0.975 1.320 -5.671
C -0.308 1.066 -5.005
C -0.247 0.137 -3.722
O 0.306 -1.131 -3.991
C 0.764 -1.851 -2.826
H 4.000 -0.942 -8.719
H 4.558 0.490 -7.786
H 3.955 0.827 -9.303
H 2.150 2.062 -8.712
H 2.954 2.087 -7.106
H 0.114 1.127 -7.548
H 0.345 2.780 -7.088
H 1.572 0.506 -5.645
H -1.056 0.727 -5.722
H -0.638 2.052 -4.679
H -1.261 -0.048 -3.366
H 0.294 0.639 -2.920
H 1.594 -1.369 -2.312
H 1.138 -2.795 -3.224
H -0.021 -2.091 -2.109
C 2.063 3.908 -3.943
C 2.586 3.189 -2.671
O 2.106 3.806 -1.446
O 2.460 5.246 -3.847
H 0.983 3.782 -4.013
H 2.517 3.434 -4.813
H 3.672 3.254 -2.600
H 2.285 2.142 -2.668
H 2.695 4.514 -1.176
H 2.662 5.446 -2.930
C -4.490 2.457 -1.425
C -5.532 2.474 -2.539
O -5.786 3.837 -3.018
O -3.158 2.462 -1.908
H -4.778 1.592 -0.828
H -4.691 3.397 -0.912
H -6.489 2.119 -2.158
H -5.288 1.834 -3.387
H -4.987 4.368 -3.050
H -2.636 1.949 -1.287
```

Output
LUMO (spin up / spin down)	2.12 / 2.26	eV
HOMO (spin up / spin down)	-0.654 / -6.504	eV
spin multiplicity	2
E_tot	-2753.77748	hartree
charge	-1

***

Q: What is the formula in the sixth record?
A: C22H57F6N3O10PRb

***

What did the first record say?
Computed, not measured: a cluster of 2 separate species, HN3OS in total in a non-equilibrium geometry, with wB97M-V/def2-TZVPD.

```
6
HN3OS, DFT wB97M-V/def2-TZVPD
N -0.425 1.605 -0.090
N -1.525 1.445 0.095
N 0.720 1.892 -0.123
O -1.875 -1.575 0.204
S -3.168 -2.202 0.528
H 1.378 1.621 -0.909
```

Output
LUMO (spin up / spin down)	-1.48 / -1.47	eV
HOMO (spin up / spin down)	-9.244 / -9.271	eV
spin multiplicity	1
E_tot	-638.15649	hartree
ΔE to the lowest compared entry with this formula, charge and spin	9.03	kcal per mole